Entry 1:
The following is a DFT calculation (the ωB97M-V functional and the def2-TZVPD basis) of a molecular structure, C39H28BrFeN5P2Te.

Positions of all 77 atoms, in Å:
Fe1 -0.02 0.49 0.17
Te1 2.19 -3.07 1.27
C1 3.70 -3.29 2.80
C2 3.33 -3.38 4.13
C3 4.31 -3.53 5.09
N1 5.60 -3.60 4.81
C4 5.96 -3.54 3.54
C5 5.05 -3.39 2.50
C6 1.82 -0.98 1.76
P1 2.28 -0.07 0.26
C7 2.43 1.70 0.76
C8 2.63 2.60 -0.29
C9 2.84 3.93 -0.03
C10 2.85 4.39 1.28
C11 2.64 3.50 2.33
C12 2.43 2.16 2.07
C13 4.09 -0.33 0.26
C14 4.77 -0.31 1.48
C15 6.14 -0.45 1.51
C16 6.84 -0.62 0.33
C17 6.18 -0.61 -0.89
C18 4.80 -0.46 -0.92
P2 0.15 -0.47 2.27
C19 0.37 -0.26 4.08
C20 -0.69 0.23 4.83
C21 -0.58 0.35 6.20
C22 0.61 0.01 6.83
C23 1.69 -0.42 6.08
C24 1.57 -0.56 4.71
C25 -1.00 -1.89 2.18
C26 -1.80 -2.32 3.23
C27 -2.78 -3.27 3.02
C28 -2.99 -3.79 1.76
C29 -2.19 -3.38 0.70
C30 -1.19 -2.45 0.91
H1 2.28 -3.35 4.41
H2 4.05 -3.59 6.14
H3 7.02 -3.63 3.35
H4 5.41 -3.35 1.48
H5 2.62 2.22 -1.30
H6 3.00 4.62 -0.84
H7 3.03 5.43 1.49
H8 2.65 3.86 3.34
H9 2.27 1.47 2.88
H10 4.21 -0.17 2.40
H11 6.66 -0.43 2.46
H12 7.91 -0.75 0.35
H13 6.73 -0.72 -1.81
H14 4.27 -0.45 -1.87
H15 -1.61 0.52 4.33
H16 -1.42 0.71 6.79
H17 0.70 0.10 7.91
H18 2.63 -0.67 6.56
H19 2.41 -0.90 4.12
H20 -1.66 -1.90 4.22
H21 -3.39 -3.59 3.85
H22 -3.78 -4.50 1.58
H23 -2.35 -3.78 -0.29
H24 -0.56 -2.13 0.08
N2 -1.76 0.11 -0.74
C31 -2.93 0.14 -0.74
C32 -4.29 0.22 -0.74
C33 -5.08 -0.84 -1.19
N3 -5.71 -1.73 -1.56
C34 -4.88 1.39 -0.23
N4 -5.34 2.36 0.18
Br1 -0.97 7.35 -0.28
C35 -0.81 5.48 -0.03
C36 -0.74 4.64 -1.13
C37 -0.57 3.29 -0.90
N5 -0.45 2.76 0.31
C38 -0.53 3.58 1.36
C39 -0.72 4.95 1.24
H25 -0.83 5.02 -2.14
H26 -0.51 2.59 -1.73
H27 -0.44 3.12 2.33
H28 -0.78 5.57 2.11

The spin multiplicity is 5. As for the total energy: -6565.089983 Ha. Its largest force on an atom is 2.2 eV/A. Its expectation value of S² is 6.022. The value obtained for the frontier orbital gap (spin up / spin down) is 7.351 / 6.559 eV. The value obtained for the LUMO energy (spin up / spin down) is -0.33 / -1.11 eV. The value obtained for the energy above the lowest of the compared OMol25 structures with the same formula, charge and spin is 26.0 kcal/mol.

***

Entry 2:
The following is a DFT calculation (the ωB97M-V functional and the def2-TZVPD basis) of a single C2H3ClN2 molecule.

Positions of all 8 atoms, in Å:
C1 1.17 -0.89 0.09
C2 -0.96 0.25 -0.02
N1 1.73 -1.83 0.37
N2 0.59 0.09 -0.50
Cl1 1.41 1.64 -0.28
H1 -1.15 1.09 0.70
H2 -1.49 0.28 -0.84
H3 -1.30 -0.62 0.48

The spin multiplicity is 1. As for the total energy: -647.607476 Ha. Its largest force on an atom is 6.0 eV/A. The value obtained for the frontier orbital gap is 10.016 eV. The value obtained for the LUMO energy is -0.16 eV. Its SMILES is CN(Cl)C#N. The value obtained for the energy above the lowest of the compared OMol25 structures with the same formula, charge and spin is 71.8 kcal/mol.

***

Entry 3:
The following is a DFT calculation (the ωB97M-V functional and the def2-TZVPD basis) of 10 unconnected molecules or ions with the total composition C23H62F6N2O25PS7.

Positions of all 126 atoms, in Å:
P1 -0.21 0.94 0.12
F1 1.26 1.23 -0.49
F2 -0.48 2.49 0.45
F3 -0.86 1.08 -1.40
F4 -1.64 0.48 0.67
F5 0.08 -0.58 -0.20
F6 0.61 0.69 1.53
C1 2.48 2.33 3.70
N1 1.50 1.81 4.66
O1 1.96 0.81 5.25
O2 0.36 2.22 4.60
H1 2.04 2.95 2.91
H2 2.81 1.39 3.26
H3 3.19 2.90 4.30
C2 3.62 -1.10 -0.26
N2 4.24 -1.85 -1.48
O3 4.50 -1.29 -2.56
O4 4.48 -3.01 -1.29
H4 3.93 -0.05 -0.27
H5 3.92 -1.55 0.68
H6 2.55 -1.01 -0.42
O5 0.52 -3.83 -4.45
S1 -0.14 -2.93 -3.52
O6 -0.30 -1.52 -3.84
O7 -1.55 -3.65 -3.14
C3 -1.50 -5.05 -2.89
C4 -2.70 -5.48 -3.69
C5 0.73 -3.06 -1.95
H7 -1.57 -5.34 -1.84
H8 -0.68 -5.48 -3.46
H9 -3.02 -4.85 -4.52
H10 -3.59 -5.58 -3.07
H11 -2.47 -6.40 -4.21
H12 -0.03 -3.63 -1.40
H13 0.96 -2.04 -1.65
H14 1.55 -3.73 -2.21
O8 2.15 -3.70 1.46
S2 1.13 -3.96 2.49
O9 0.13 -5.09 2.46
O10 1.90 -3.83 3.97
C6 1.93 -4.94 4.83
C7 3.19 -5.01 5.60
C8 0.21 -2.35 2.88
H15 1.69 -5.82 4.23
H16 1.11 -4.73 5.52
H17 3.46 -4.01 5.92
H18 3.89 -5.35 4.84
H19 3.24 -5.67 6.46
H20 0.89 -1.50 2.87
H21 -0.45 -2.44 3.74
H22 -0.38 -2.27 1.97
O11 -5.41 0.37 -2.58
S3 -4.39 0.23 -1.48
O12 -3.78 1.39 -0.91
O13 -5.11 -0.57 -0.26
C9 -4.77 -0.33 1.13
C10 -5.99 -0.72 2.07
C11 -3.13 -1.08 -1.88
H23 -4.54 0.71 1.34
H24 -3.84 -0.87 1.24
H25 -6.90 -0.17 1.82
H26 -5.68 -0.65 3.11
H27 -6.25 -1.76 1.91
H28 -2.47 -0.98 -1.02
H29 -2.56 -0.77 -2.76
H30 -3.50 -2.10 -1.95
O14 -4.63 2.42 -4.11
S4 -3.37 3.17 -4.24
O15 -3.34 4.31 -5.15
O16 -3.03 3.81 -2.76
C12 -1.78 4.53 -2.78
C13 -1.75 5.59 -1.65
C14 -1.85 2.10 -4.52
H31 -1.56 5.10 -3.68
H32 -1.00 3.79 -2.58
H33 -2.68 6.15 -1.65
H34 -0.83 6.18 -1.70
H35 -1.64 5.13 -0.67
H36 -1.07 2.79 -4.86
H37 -2.05 1.52 -5.41
H38 -1.44 1.66 -3.61
O17 -1.05 -2.97 6.60
S5 -2.23 -2.12 6.75
O18 -2.34 -1.07 7.80
O19 -2.54 -1.48 5.26
C15 -2.16 -0.09 5.22
C16 -2.50 0.44 3.81
C17 -3.63 -3.31 6.91
H39 -1.14 -0.01 5.59
H40 -2.68 0.53 5.95
H41 -2.13 -0.11 2.95
H42 -2.18 1.47 3.65
H43 -3.56 0.46 3.55
H44 -3.31 -4.07 7.62
H45 -3.83 -3.65 5.90
H46 -4.57 -2.86 7.23
O20 3.58 2.81 -4.68
S6 2.17 2.46 -4.60
O21 1.20 3.49 -4.30
O22 1.68 1.54 -5.91
C18 2.58 0.81 -6.72
C19 1.82 -0.54 -7.05
C20 1.96 1.16 -3.41
H47 3.51 0.49 -6.25
H48 2.87 1.26 -7.67
H49 0.97 -0.61 -7.73
H50 1.34 -0.93 -6.15
H51 2.56 -1.28 -7.35
H52 2.40 1.48 -2.47
H53 2.58 0.28 -3.59
H54 0.93 0.80 -3.42
O23 4.91 2.29 1.24
S7 4.87 3.39 0.24
O24 4.74 3.20 -1.20
O25 3.73 4.53 0.79
C21 2.37 4.29 0.48
C22 1.66 5.50 1.09
C23 6.33 4.59 0.46
H55 2.03 3.37 0.94
H56 2.39 4.21 -0.61
H57 1.46 5.36 2.16
H58 0.66 5.61 0.67
H59 2.28 6.39 1.03
H60 6.25 5.64 0.15
H61 7.21 4.18 -0.05
H62 6.52 4.45 1.52

The spin multiplicity is 1. As for the total energy: -6631.799272 Ha. Its largest force on an atom is 4.5 eV/A. The value obtained for the frontier orbital gap is 9.854 eV. As for the net charge: -1. The value obtained for the LUMO energy is 1.79 eV.

***

Entry 4:
The following is a DFT calculation (the ωB97M-V functional and the def2-TZVPD basis) of a molecular structure, C56H48N3O3P2S2Tl.

Positions of all 115 atoms, in Å:
Tl1 -1.21 0.57 -0.37
O1 -2.54 -2.92 0.46
S1 -1.08 -2.96 0.24
C1 -0.38 -3.95 1.60
C2 0.17 -5.23 1.54
C3 0.58 -5.83 2.71
C4 0.34 -5.23 3.93
C5 -0.21 -3.93 4.01
C6 -0.49 -3.27 2.81
P1 -1.02 -1.51 2.64
C7 0.10 -0.60 3.78
C8 -0.21 0.77 3.96
C9 0.58 1.54 4.80
C10 1.71 0.97 5.41
C11 2.03 -0.36 5.18
C12 1.24 -1.13 4.36
C13 -2.58 -1.44 3.60
C14 -2.63 -1.31 4.98
C15 -3.80 -1.07 5.65
C16 -5.00 -1.09 4.94
C17 -4.97 -1.29 3.56
C18 -3.76 -1.42 2.89
C19 -0.82 -4.07 -1.15
C20 -1.38 -5.35 -1.15
C21 -1.24 -6.14 -2.28
C22 -0.53 -5.67 -3.40
C23 -0.04 -4.37 -3.38
C24 -0.22 -3.53 -2.28
P2 0.22 -1.77 -2.30
C25 2.04 -1.75 -2.63
C26 2.52 -0.46 -2.92
C27 3.85 -0.35 -3.32
C28 4.71 -1.45 -3.31
C29 4.21 -2.70 -2.98
C30 2.89 -2.83 -2.58
C31 -0.42 -1.32 -3.97
C32 0.30 -1.33 -5.14
C33 -0.29 -0.79 -6.28
C34 -1.58 -0.31 -6.25
C35 -2.30 -0.30 -5.06
C36 -1.72 -0.82 -3.91
H1 0.25 -5.75 0.62
H2 1.04 -6.83 2.77
H3 0.54 -5.76 4.85
H4 -0.36 -3.45 4.98
H5 -1.09 1.11 3.41
H6 0.32 2.59 5.03
H7 2.31 1.58 6.06
H8 2.93 -0.80 5.66
H9 1.40 -2.21 4.18
H10 -1.68 -1.31 5.53
H11 -3.87 -0.99 6.73
H12 -5.98 -1.00 5.42
H13 -5.90 -1.25 3.01
H14 -3.74 -1.56 1.80
H15 -2.05 -5.71 -0.36
H16 -1.75 -7.07 -2.44
H17 -0.28 -6.28 -4.28
H18 0.48 -4.00 -4.25
H19 1.88 0.41 -2.90
H20 4.20 0.62 -3.65
H21 5.73 -1.34 -3.69
H22 4.87 -3.59 -3.04
H23 2.57 -3.83 -2.43
H24 1.32 -1.63 -5.19
H25 0.28 -0.83 -7.21
H26 -2.02 0.05 -7.18
H27 -3.29 0.11 -4.98
H28 -2.21 -0.73 -2.97
O2 2.20 3.49 -1.67
C37 1.50 2.49 -1.39
N1 0.23 2.27 -1.73
C38 -0.35 3.36 -2.48
C39 -1.75 3.10 -2.99
C40 -2.34 3.96 -3.90
C41 -3.65 3.81 -4.28
C42 -4.39 2.75 -3.74
C43 -3.72 1.95 -2.81
N2 -2.45 2.10 -2.45
C44 2.16 1.41 -0.51
C45 3.54 1.46 -0.26
C46 4.16 0.46 0.43
C47 3.36 -0.57 0.96
C48 1.98 -0.52 0.72
N3 1.40 0.43 -0.01
H29 -0.40 4.28 -1.86
H30 0.30 3.69 -3.30
H31 -1.71 4.75 -4.32
H32 -4.11 4.41 -5.06
H33 -5.42 2.58 -4.00
H34 -4.22 1.08 -2.40
H35 4.10 2.28 -0.72
H36 5.26 0.43 0.55
H37 3.83 -1.41 1.48
H38 1.33 -1.27 1.12
C49 3.95 5.04 0.70
C50 2.50 5.02 1.08
C51 1.63 6.08 0.78
C52 0.27 5.91 0.93
C53 -0.22 4.67 1.36
C54 0.63 3.59 1.65
C55 1.99 3.81 1.50
S2 -2.00 4.38 1.48
C56 -1.97 4.22 3.27
O3 -2.35 3.03 0.97
H39 4.09 4.52 -0.23
H40 4.62 4.56 1.39
H41 4.35 6.06 0.50
H42 2.04 7.02 0.43
H43 -0.41 6.71 0.70
H44 0.25 2.60 1.91
H45 2.71 3.00 1.63
H46 -1.35 3.36 3.48
H47 -2.98 3.96 3.52
H48 -1.58 5.14 3.71

The spin multiplicity is 1. As for the total energy: -4204.284912 Ha. Its largest force on an atom is 1.9 eV/A. The value obtained for the frontier orbital gap is 7.693 eV. The value obtained for the LUMO energy is 0.39 eV. The value obtained for the energy above the lowest of the compared OMol25 structures with the same formula, charge and spin is 6.1 kcal/mol.